[1]
DFT (ωB97M-V/def2-TZVPD) results for 8 unconnected molecules or ions with the total composition C27H61N9O11P.

The gap between HOMO and LUMO is 5.997 eV. As for the total charge: -1. The value obtained for the total energy is -74209.0468 eV. The HOMO energy comes out at -4.08 eV. Its spin multiplicity is 1.

Structure (XYZ):
```
109
Properties=species:S:1:pos:R:3:forces:R:3
C -4.45313 0.90368 -0.37522 0.064 0.172 -1.508
C -3.14919 0.15138 -0.96917 -0.271 -1.175 2.830
O -2.56605 -0.65794 -0.21053 -1.264 2.471 -3.269
O -2.80206 0.43419 -2.31590 0.421 -0.449 2.730
C -1.37631 0.29801 -2.55402 1.862 0.508 -1.259
C -0.50625 1.57218 -2.10168 0.105 0.032 -0.287
C -0.00711 1.53237 -0.56969 -0.471 0.046 -0.079
N 1.52455 1.50704 -0.57072 -1.507 -2.141 -0.297
P 1.90896 -0.20451 -0.90449 3.237 0.773 2.107
N 3.47383 -0.51384 -0.62067 -1.127 -0.409 -0.201
C -0.58904 2.72527 0.34466 0.810 3.816 1.659
O -1.70066 2.55294 0.96420 2.769 -0.055 -2.079
O 0.18583 3.87395 0.44330 -2.780 -5.073 -0.659
H -4.89435 1.57745 -1.18494 0.678 -0.935 1.212
H -4.18656 1.56951 0.51713 0.053 -1.295 -1.279
H -5.27694 0.13683 -0.12565 1.604 1.142 -0.259
H -0.90432 -0.64350 -2.11500 -1.103 1.087 -0.381
H -1.25280 0.22237 -3.70224 -0.488 0.042 1.784
H 0.45584 1.53927 -2.74781 -1.479 0.032 0.966
H -1.03363 2.56496 -2.36816 0.790 -1.855 0.615
H -0.33015 0.54928 -0.08352 -0.237 1.401 -0.609
H 1.79336 1.73775 0.40657 0.227 -0.311 -0.876
H 1.15778 -1.05487 -0.01580 -0.348 0.519 -0.937
H 1.65584 -0.54491 -2.27880 -0.677 0.725 0.762
H 3.55372 -1.23503 0.11736 -0.218 0.832 -0.617
C -7.80693 0.84686 -2.52517 0.258 0.171 -0.244
O -7.16190 0.85258 -1.49505 -0.378 0.082 -0.460
N -7.38705 1.35721 -3.71854 -0.539 -0.333 0.455
C -8.21359 1.31375 -4.90614 0.299 0.084 0.167
C -6.06987 1.96280 -3.80000 0.103 -0.110 0.324
H -8.81880 0.41126 -2.57263 -0.068 -0.004 -0.129
H -7.69100 0.75013 -5.68347 -0.167 0.052 -0.122
H -8.39308 2.33497 -5.25289 -0.103 -0.094 -0.164
H -9.17126 0.83312 -4.69857 0.111 0.033 0.057
H -5.31612 1.22123 -3.52378 0.110 0.208 -0.026
H -6.01460 2.79642 -3.09557 0.180 -0.037 -0.081
H -5.87626 2.32339 -4.81108 -0.116 -0.074 0.085
C 3.25813 -2.27954 2.44493 -0.123 -0.222 0.158
O 2.27240 -1.66587 2.08628 0.027 -0.441 0.303
N 3.24679 -3.50193 3.05175 0.274 0.593 -0.211
C 4.46570 -4.17495 3.45238 -0.346 -0.102 -0.061
C 1.97463 -4.14846 3.30374 -0.085 0.280 -0.144
H 4.27419 -1.87739 2.30031 0.069 -0.057 0.017
H 4.52785 -5.13508 2.93496 0.263 0.011 0.138
H 4.44084 -4.34155 4.53342 0.179 -0.086 0.008
H 5.34352 -3.57706 3.20262 -0.139 -0.029 -0.032
H 1.45255 -4.29335 2.35468 -0.135 -0.038 0.160
H 1.36671 -3.50350 3.94349 -0.130 -0.134 -0.080
H 2.12548 -5.11314 3.79110 0.102 0.093 -0.074
C -2.56191 5.34826 -2.38912 0.333 0.420 0.490
O -2.06491 4.24761 -2.24605 -0.243 0.414 -0.172
N -2.20590 6.46371 -1.69625 -0.462 -0.388 -0.752
C -2.84300 7.74528 -1.91891 0.205 -0.269 0.327
C -1.15197 6.36444 -0.70043 -0.039 -0.329 0.041
H -3.36937 5.52998 -3.11859 -0.086 0.133 -0.025
H -2.08453 8.46810 -2.23492 -0.110 0.149 -0.047
H -3.30218 8.08000 -0.98586 0.001 0.122 -0.297
H -3.61204 7.67249 -2.69054 0.060 -0.054 0.066
H -0.23454 6.01957 -1.18219 -0.016 -0.108 0.295
H -1.44136 5.63411 0.05865 0.378 -0.050 -0.038
H -0.97807 7.33438 -0.23016 -0.132 0.018 -0.145
C -4.72850 10.41343 0.62475 0.350 0.024 0.280
O -4.73387 9.37503 -0.00785 0.013 0.300 0.283
N -3.75916 10.79191 1.50594 -0.674 0.071 -0.427
C -3.82136 12.04733 2.22475 0.163 -0.270 -0.045
C -2.62983 9.90840 1.73013 -0.122 -0.243 -0.202
H -5.53911 11.15415 0.52844 0.018 0.091 0.066
H -2.94105 12.64511 1.97455 -0.083 0.134 0.141
H -3.83146 11.84285 3.29853 0.001 0.211 0.009
H -4.72035 12.60596 1.95871 0.065 -0.116 -0.025
H -2.10964 9.74463 0.78320 0.073 -0.107 0.146
H -2.99465 8.94697 2.09944 0.201 -0.006 -0.045
H -1.94187 10.34317 2.45618 -0.142 0.026 -0.081
C 1.87647 -1.61771 -5.10600 0.268 -0.075 -0.021
O 1.26306 -2.52846 -4.58315 0.316 0.016 -0.192
N 3.15234 -1.69664 -5.58254 -0.644 0.254 0.091
C 3.81591 -0.56379 -6.19360 0.068 -0.277 0.115
C 3.86571 -2.95315 -5.47335 -0.278 -0.084 0.188
H 1.42712 -0.62007 -5.23804 0.083 0.068 -0.028
H 4.09055 -0.82269 -7.21986 0.076 0.182 -0.018
H 4.71718 -0.32821 -5.62194 -0.005 0.158 -0.131
H 3.16309 0.31039 -6.20778 0.015 -0.134 0.062
H 3.31048 -3.72801 -6.00839 0.134 -0.076 0.079
H 3.93396 -3.23557 -4.41989 0.071 -0.107 -0.103
H 4.86775 -2.86225 -5.89471 -0.130 0.099 0.031
C 5.49735 -7.21407 0.67890 -0.200 -0.359 0.038
O 6.11185 -6.65960 1.57116 -0.144 -0.264 0.024
N 4.84270 -8.40473 0.79573 0.316 0.652 -0.304
C 4.13095 -9.00272 -0.31513 0.044 -0.041 0.273
C 4.85938 -9.09364 2.07187 0.158 0.273 0.117
H 5.42171 -6.77633 -0.32941 -0.059 -0.061 -0.039
H 3.07890 -9.11890 -0.04294 -0.002 -0.077 -0.195
H 4.56396 -9.98347 -0.52908 -0.146 -0.004 -0.140
H 4.20255 -8.37803 -1.20690 0.028 -0.005 0.141
H 4.41760 -8.44714 2.83414 0.049 -0.187 0.083
H 5.89456 -9.30631 2.35053 -0.109 -0.045 0.126
H 4.29675 -10.02592 2.01093 0.032 0.143 -0.081
C 2.37224 -7.07611 6.48564 0.278 0.066 0.211
O 2.38659 -8.12281 5.86502 0.219 0.131 0.198
N 3.32934 -6.66839 7.36773 -0.633 -0.018 -0.421
C 3.23972 -5.40391 8.06939 0.174 -0.209 -0.029
C 4.47190 -7.52690 7.61060 -0.139 -0.188 -0.225
H 1.54980 -6.35100 6.37529 0.031 0.083 0.066
H 4.11044 -4.79363 7.81647 -0.100 0.134 0.130
H 3.22647 -5.59399 9.14579 -0.008 0.207 0.004
H 2.33263 -4.86547 7.79029 0.081 -0.112 -0.027
H 5.00103 -7.69386 6.66906 0.075 -0.097 0.139
H 4.12201 -8.48986 7.99088 0.180 -0.003 -0.031
H 5.14710 -7.06963 8.33490 -0.143 0.033 -0.083
```
Forces are in eV/Å.

[2]
DFT (ωB97M-V/def2-TZVPD) results for a molecular structure, C27H62Br3F3N3O9Zr.

The gap between HOMO and LUMO is 4.908 eV. As for the total charge: +1. The value obtained for the total energy is -271454.6593 eV. The HOMO energy comes out at -11.13 eV. Its spin multiplicity is 1.

Structure (XYZ):
```
108
Properties=species:S:1:pos:R:3:forces:R:3
Zr 4.61104 2.22962 -1.53482 -6.124 -3.544 0.636
C 5.40243 0.35239 1.26015 -2.741 -0.777 -0.241
O 4.25292 0.84131 1.92053 1.017 0.155 0.647
O 5.38827 0.97576 0.03296 0.302 3.215 -3.324
C 6.66910 0.46841 2.10630 0.547 -0.086 0.618
F 7.73462 -0.03052 1.46834 -0.136 0.275 -0.323
F 6.94997 1.70132 2.52936 -0.105 0.250 -0.560
F 6.52121 -0.26801 3.22119 -0.340 -0.178 -0.136
C 3.53635 -0.10113 2.72555 -1.429 -0.286 -0.097
C 2.58274 0.72039 3.56883 0.718 0.044 0.464
H 3.12241 1.23782 4.36448 0.000 0.166 -0.119
H 2.13315 1.45803 2.90541 -0.328 -0.020 0.202
H 1.84688 0.09448 4.07206 -0.160 -0.025 -0.285
H 4.13421 -0.80956 3.29942 0.439 0.442 0.056
H 2.89166 -0.72796 2.09384 0.333 -0.010 -0.394
H 5.15801 -0.70323 1.08449 0.892 -0.231 0.038
C 2.41729 -1.20696 -1.82924 0.991 0.330 -1.208
C 1.85830 0.22576 -1.84677 -1.076 -2.185 0.470
C 0.79020 0.25176 -0.76177 -0.260 0.848 0.835
O 2.83356 1.20084 -1.65519 4.849 2.705 0.258
H 1.60598 -1.92574 -1.84379 -0.202 0.197 0.240
H 3.12135 -1.42668 -1.02037 -0.398 0.262 0.158
H 2.95339 -1.38414 -2.76866 0.131 -0.042 0.078
H 1.38537 0.35197 -2.82588 0.177 0.428 -0.012
H -0.15254 -0.19973 -1.07216 0.135 0.025 -0.360
H 0.57039 1.26965 -0.42569 -0.078 0.011 -0.149
H 1.07790 -0.30791 0.13206 0.351 0.044 -0.079
O 2.76778 4.77483 -4.12871 0.354 0.209 0.751
C 3.40352 4.00696 -3.30246 1.079 -2.609 0.367
O 4.17893 3.06772 -3.67511 1.333 -0.595 -0.804
O 3.27214 3.99960 -2.04627 -0.040 1.167 2.597
H 2.33861 5.45325 -3.57438 -0.314 0.044 -0.384
C 4.57890 -4.52260 2.21829 -0.579 -0.553 -1.422
Br 4.32058 -3.39251 0.60242 0.438 -0.199 0.619
Br 5.34137 -6.22240 1.65038 0.010 0.529 0.299
Br 2.81323 -4.82701 2.92442 0.315 0.152 0.421
H 5.25832 -4.03009 2.89829 -0.161 0.054 0.114
C -3.06563 0.04234 1.93786 0.270 -0.257 1.092
C -1.61613 0.44148 2.23953 -0.820 0.160 -0.852
C -1.43067 1.95111 2.47114 0.429 -1.249 -0.243
C -2.28127 2.54337 3.58853 1.080 0.563 0.574
C -1.98453 1.93941 4.97847 0.113 0.405 -0.377
C -0.58223 2.26004 5.48579 0.135 0.242 0.198
H -3.58569 0.56515 1.13587 0.314 0.173 -0.111
H -3.58353 0.25219 2.87791 -0.510 -0.159 -0.253
H -3.11411 -1.03411 1.76612 -0.189 0.025 -0.086
H -1.30245 -0.10228 3.13373 0.057 -0.037 -0.038
H -0.98314 0.09279 1.41713 0.202 0.180 0.084
H -1.55402 2.49875 1.53603 -0.181 -0.016 0.016
H -0.35649 1.96389 2.69350 -0.073 0.846 0.322
H -1.96101 3.59001 3.65860 -0.231 0.099 0.016
H -3.35364 2.58810 3.40039 0.011 -0.377 -0.287
H -2.71092 2.36450 5.67113 -0.158 -0.409 0.066
H -2.02452 0.84978 4.93243 -0.655 0.012 0.247
H -0.26153 3.27828 5.24686 0.027 -0.112 -0.383
H -0.51871 2.24277 6.57549 -0.105 -0.403 -0.007
H 0.11354 1.52252 5.08388 0.291 0.284 0.054
C 0.29941 -6.57041 -0.50788 -0.327 -0.034 0.537
C 0.23234 -5.13023 -0.98592 -1.321 -0.708 -1.439
C -0.32176 -4.24951 0.12446 0.974 -0.376 0.507
O -1.51657 -4.79294 0.64103 0.157 0.159 -0.069
C -2.02657 -4.02227 1.71317 -0.486 -0.167 -0.013
N 1.52799 -4.67204 -1.48489 0.254 0.853 0.477
H 0.88297 -6.58757 0.41690 0.352 -0.330 -0.231
H 0.65865 -7.26366 -1.26677 0.444 0.180 0.049
H -0.68597 -6.94675 -0.23051 -0.104 0.245 -0.063
H -0.48356 -5.10698 -1.82040 -0.183 0.010 0.134
H -0.49040 -3.19911 -0.13615 0.243 0.003 -0.335
H 0.47590 -4.30568 0.88415 -0.166 0.388 0.272
H -2.88674 -3.42517 1.39291 0.105 0.125 -0.166
H -1.27862 -3.35362 2.14443 0.083 -0.082 0.051
H -2.40726 -4.70104 2.47640 0.177 -0.032 0.080
H 1.47083 -3.66491 -1.57147 0.146 0.034 0.199
H 1.71719 -4.95225 -2.44054 -0.244 -0.541 0.111
C -2.08587 -2.76885 -2.32478 -1.275 0.937 0.765
C -3.06611 -1.80885 -3.02142 0.938 -0.602 -0.583
C -2.88794 -0.40427 -2.44833 -0.337 0.385 -0.817
O -3.42837 0.57357 -3.34369 -0.211 0.156 -0.107
C -4.80121 0.78900 -3.15472 -1.024 1.043 1.019
N -2.68785 -1.78684 -4.45525 -0.230 0.195 0.580
H -2.17811 -3.79325 -2.67110 0.290 0.079 -0.318
H -2.35430 -2.78441 -1.26199 0.263 -0.092 0.080
H -1.10906 -2.30362 -2.45505 0.271 -0.554 -0.044
H -4.09643 -2.16175 -2.91672 -0.034 0.143 0.274
H -1.83213 -0.12192 -2.42385 0.071 -0.368 0.215
H -3.34080 -0.27652 -1.46099 0.123 -0.169 0.097
H -5.45784 -0.07919 -3.24278 0.353 -0.277 -0.066
H -5.23725 1.57744 -3.77134 0.687 -0.233 -0.757
H -4.96467 1.25197 -2.16850 0.047 -0.512 0.277
H -2.84458 -0.84373 -4.79248 -0.170 -0.129 -0.310
H -3.31379 -2.41582 -4.94117 0.149 0.087 -0.300
C -1.38298 4.89314 -3.26581 0.311 0.531 -0.139
C -0.89839 3.70518 -2.42056 -1.189 1.602 -0.672
C -1.84261 3.57835 -1.21300 0.289 0.121 0.512
O -2.39787 4.80533 -0.78459 0.290 0.596 -0.568
C -3.58303 4.67845 -0.03964 0.329 0.331 0.794
N -0.89522 2.53167 -3.26767 0.324 -1.189 0.086
H -2.42061 4.77931 -3.58234 0.095 -0.236 -0.225
H -0.71703 5.01640 -4.12252 -0.257 -0.257 -0.227
H -1.35975 5.85123 -2.74341 0.062 -0.200 0.328
H 0.12709 3.96853 -2.14540 -0.002 -0.391 0.377
H -1.21393 3.18988 -0.39965 -0.572 -0.559 0.136
H -2.70916 2.95802 -1.47304 0.424 -0.579 -0.024
H -4.41126 4.20614 -0.57575 0.200 -0.302 -0.091
H -3.91681 5.67614 0.24508 0.116 0.103 -0.230
H -3.34848 4.18122 0.90924 -0.370 -0.369 -0.073
H -1.77816 2.02356 -3.24968 -0.278 0.487 -0.226
H -0.24622 1.81284 -2.96395 0.269 0.314 0.136
```
Forces are in eV/Å.

Number 1: F_max 5.822 eV/A. Number 2: F_max 7.104 eV/A.